1.
Entry from the Open Molecules 2025 dataset: C16H35F6NO20S6V as an isolated structure at a distorted geometry (ωB97M-V/def2-TZVPD).

Each line ends with the Mulliken charge.
Positions of all 85 atoms, in Å:
C -0.311 -3.178 4.863  -0.292
H 1.194 -0.514 2.211  0.317
O -4.058 3.276 2.125  -0.196
V -0.466 -0.820 -2.683  1.888
H 2.163 -1.974 1.696  0.193
H -6.679 3.196 1.167  0.315
O 4.360 -9.402 2.056  -0.629
C -2.083 3.771 3.637  -0.912
H 2.663 -8.205 0.020  0.233
H -0.304 -2.517 5.730  0.329
F -4.176 3.925 -4.298  -0.192
H 3.303 7.813 -0.990  0.289
F -3.738 1.769 -3.981  -0.214
H -4.508 -5.107 -3.911  0.281
H 5.784 -6.809 1.616  0.306
F -4.280 2.427 -6.000  -0.212
H 1.118 -6.249 0.556  0.315
O 2.402 5.633 0.668  -0.278
H 3.071 -0.584 2.296  0.397
S 4.070 -8.124 2.762  1.126
S 1.906 -1.727 3.962  1.117
H 2.061 -5.990 -0.882  0.416
H -2.170 3.142 1.500  0.283
H -6.810 2.200 2.518  0.337
O 3.605 -8.219 4.139  -0.602
O -2.710 -3.384 -3.997  -0.717
H 3.740 4.104 0.083  0.276
H -1.038 3.942 3.382  0.372
O 1.451 -0.570 4.746  -0.623
S -5.206 4.160 2.872  1.131
O 0.210 0.008 -6.712  -0.689
C 3.389 5.246 -1.653  -1.173
O -0.669 0.192 -1.425  -0.588
H 1.142 -4.690 5.467  0.286
H -3.406 -5.934 -2.835  0.221
H 2.461 -5.157 0.544  0.239
O 2.916 -7.311 1.843  -0.237
H 3.266 4.479 -2.418  0.376
O 4.858 6.450 1.079  -0.606
O -1.255 3.795 -3.971  -0.601
C 0.147 -4.563 5.041  -0.976
H 5.314 -6.060 3.162  0.306
C -3.657 2.795 -4.825  0.637
F -2.408 2.206 -8.546  -0.210
C -6.717 3.254 2.255  -0.926
H 2.108 4.037 -0.533  0.368
F -2.866 0.302 -7.477  -0.213
O 2.997 -2.634 4.337  -0.568
H -4.780 -5.083 -2.142  0.297
O -5.306 5.509 2.322  -0.601
N -1.196 1.467 -5.376  -0.366
S -0.473 1.336 -6.770  0.980
H -2.170 2.790 4.106  0.269
O 0.375 2.452 -7.180  -0.586
H 3.848 8.883 0.337  0.333
C 5.472 -7.005 2.642  -0.857
H 4.172 -7.181 0.167  0.365
C 3.100 8.154 0.025  -0.853
O -5.020 4.003 4.348  -0.602
O -2.681 -3.437 -1.881  -0.665
C 3.130 -7.320 0.453  -0.144
S 3.436 6.821 1.258  1.090
S -1.800 3.106 -5.156  0.840
O 0.411 -2.608 3.705  -0.266
C 2.140 -6.138 0.195  -1.192
C -4.030 -5.046 -2.932  -0.885
H 4.423 5.588 -1.622  0.365
O -1.696 3.950 -6.376  -0.559
H 2.065 8.465 0.168  0.306
C 2.919 4.721 -0.281  -0.170
C -3.141 -3.854 -2.927  0.706
H 6.212 -7.481 3.286  0.352
C -1.925 1.050 -8.071  0.669
C 2.108 -1.094 2.336  -0.774
H 0.172 -5.042 4.063  0.237
H 2.798 6.084 -2.023  0.274
O 0.912 -1.609 -2.346  -0.604
C -2.740 3.790 2.166  -0.507
H -2.458 4.557 4.292  0.330
H -0.408 -5.102 5.809  0.386
H -2.762 4.717 1.594  0.369
H -7.581 3.818 2.608  0.338
O 3.058 7.233 2.585  -0.596
F -1.424 0.427 -9.109  -0.220
H -1.342 -3.320 4.537  0.239

## Properties
Spin multiplicity = 1
Total charge = -1
E_tot = -6122.2923 Eh
F_max = 4.85 eV/A
Frontier orbital gap = 4.7 eV
LUMO energy = -0.0580 Eh

***

2.
Entry from the Open Molecules 2025 dataset: C16H36AlNO2S as an isolated structure at a distorted geometry (ωB97M-V/def2-TZVPD).

Each line ends with the Mulliken charge.
Positions of all 57 atoms, in Å:
C -2.062 2.662 1.939  -0.952
H 3.840 -2.435 -3.518  0.220
C 0.059 2.516 -0.641  0.814
H 2.640 -0.245 -5.274  0.435
C 2.230 -0.867 -1.858  0.709
C 2.269 -1.305 2.424  -1.479
C -3.611 0.959 3.095  -0.170
H -5.732 0.607 3.357  0.230
H -4.753 -0.855 3.366  0.427
H 2.027 -0.153 -1.057  -0.454
H 0.854 -1.019 0.819  -0.380
N -5.393 -1.649 1.189  -0.708
S -1.955 -0.287 -0.234  -0.517
C 2.597 -0.912 -4.404  -0.853
H 2.513 -0.832 3.384  0.340
C 1.143 -1.936 -1.850  -1.318
H -3.594 1.249 4.156  0.388
H 5.223 -0.142 -5.007  0.284
H 2.254 -2.391 2.586  0.453
H 1.346 0.451 -3.273  0.353
H -2.064 3.598 1.363  0.475
Al -0.826 1.441 0.857  -1.229
O 0.357 3.700 -0.390  -0.663
C 0.914 -0.798 1.892  0.206
C 3.893 -1.722 -4.346  -0.371
C 5.139 -0.857 -4.184  -1.197
C 2.295 -0.073 -3.158  -0.714
H 5.103 -0.287 -3.256  0.282
H 3.037 0.723 -3.053  0.308
H -4.008 3.042 2.866  0.409
H 0.124 -1.405 2.357  0.321
C -5.175 -0.198 1.394  0.276
H -1.551 2.896 2.891  0.368
C -4.875 0.116 2.870  -0.928
H 6.049 -1.463 -4.169  0.382
C -3.504 2.256 2.271  -0.668
H -2.165 -1.192 0.735  0.023
O 0.331 1.921 -1.720  -0.572
H -2.722 0.334 2.940  -0.026
C 0.582 0.686 2.141  0.714
H -4.084 2.189 1.341  0.266
C 1.816 1.601 2.029  -1.570
H 3.988 -2.320 -5.261  0.388
H 1.766 -1.600 -4.591  0.313
H -6.386 -1.857 1.222  0.207
H 0.197 0.764 3.174  0.353
H 3.090 -1.081 1.736  0.263
H -4.307 0.081 0.793  -0.197
H 3.205 -1.329 -1.640  0.201
H 1.319 -2.700 -2.617  0.420
H 1.100 -2.443 -0.884  0.387
H 1.532 2.660 2.012  0.443
H 0.165 -1.482 -2.018  0.208
H -5.083 -1.899 0.255  0.215
H 2.337 1.435 1.076  0.244
H -6.031 0.388 1.030  0.291
H 2.546 1.459 2.845  0.352

## Properties
Spin multiplicity = 1
Total charge = -2
E_tot = -1477.1350 Eh
Relative energy (zero: lowest compared OMol25 entry of this formula, charge and spin) = 0.0 kJ/mol
F_max = 1.32 eV/A
Frontier orbital gap = 4.3 eV
LUMO energy = 0.1803 Eh

***

3.
Entry from the Open Molecules 2025 dataset: C16H36Cs3N4O9S as an isolated structure at a distorted geometry (ωB97M-V/def2-TZVPD).

Each line ends with the Mulliken charge.
Positions of all 69 atoms, in Å:
H -12.911 10.904 -21.870  0.103
H -7.115 14.774 -25.655  0.353
C -6.970 15.215 -24.667  -0.633
H -10.252 8.563 -23.797  0.256
H -14.681 11.242 -21.897  0.430
Cs -11.285 13.394 -18.782  1.097
S -11.028 13.490 -22.764  0.744
H -5.204 16.185 -25.320  0.228
N -14.706 9.698 -19.948  -0.200
Cs -8.036 12.083 -21.635  0.970
O -7.107 17.690 -23.358  -0.620
O -10.532 9.253 -26.748  -0.644
C -15.992 14.844 -23.126  0.727
H -16.530 13.780 -21.294  0.333
H -7.955 15.590 -24.388  0.179
C -15.911 14.605 -21.622  -0.862
O -13.578 11.386 -18.966  -0.694
O -9.926 14.074 -23.546  -0.721
C -14.963 8.915 -18.728  -0.873
O -10.757 12.072 -22.586  -0.911
H -6.703 14.462 -23.920  0.136
H -15.126 9.330 -20.782  0.241
H -3.991 17.795 -23.990  0.347
H -16.280 15.567 -21.263  0.278
H -15.446 13.833 -25.666  0.345
C -13.927 10.778 -19.991  0.638
O -13.052 17.866 -20.640  -0.440
H -11.881 9.184 -23.969  0.118
H -14.862 14.494 -21.343  0.104
H -4.934 19.053 -23.135  0.308
H -13.849 16.592 -22.026  -0.164
H -8.887 11.377 -26.964  0.385
H -15.219 15.638 -25.663  0.310
O -10.975 14.135 -21.446  -0.723
H -11.423 17.971 -23.302  0.189
H -14.136 14.053 -23.413  0.081
C -9.495 11.748 -26.142  -0.560
C -12.441 18.040 -22.913  -0.348
H -13.931 14.493 -25.814  0.129
N -14.876 14.586 -23.849  0.423
H -10.152 11.151 -24.233  0.244
C -6.081 17.397 -23.966  0.683
C -12.882 17.066 -21.810  0.521
H -4.913 18.961 -24.871  0.286
H -10.373 12.218 -26.594  0.036
C -4.935 18.354 -23.961  -1.150
H -15.966 9.136 -18.372  0.285
H -13.444 12.440 -21.343  -0.498
O -17.017 15.264 -23.638  -0.694
H -14.806 7.875 -19.002  0.329
N -6.003 16.266 -24.714  -0.142
C -10.507 9.625 -25.585  0.702
N -10.024 10.809 -25.178  0.033
H -13.336 20.020 -23.059  0.278
O -12.287 13.779 -23.464  -0.807
C -13.533 19.129 -21.082  -0.547
C -12.754 19.407 -22.370  -0.433
H -11.894 19.987 -22.035  0.246
H -13.317 19.863 -20.303  0.316
H -11.368 7.740 -24.894  0.313
H -14.628 19.149 -21.169  0.258
H -12.221 16.223 -21.602  -0.128
H -14.248 9.185 -17.957  0.310
C -14.869 14.683 -25.277  -1.000
C -13.745 11.398 -21.364  -0.177
C -11.066 8.708 -24.521  -0.841
Cs -11.130 15.229 -25.864  1.122
H -8.887 12.552 -25.724  0.149
H -13.035 17.834 -23.813  0.247

## Properties
Spin multiplicity = 1
Total charge = +1
E_tot = -1986.0154 Eh
F_max = 2.34 eV/A
Frontier orbital gap = 7.7 eV
LUMO energy = -0.1163 Eh

***

Q: What is the formula in the second record?
A: C16H36AlNO2S

***

Q: What is the frontier orbital gap in the third record?
A: 7.7 eV